[1]
95
Properties=species:S:1:pos:R:3:forces:R:3:nbo_charge:R:1 method="wB97M-V/def2-TZVPD" lumo_energy_ev=2.01 orbital_gap_ev=7.0 multiplicity=1 e_homo_ev=-4.97 charge=-1
Y 0.784 0.479 0.496 0.3 0.8 -0.2 1.99
Br -1.711 7.741 2.155 0.0 0.0 0.0 0.01
C -0.910 6.135 1.533 0.0 -0.1 0.0 -0.16
C -0.570 6.013 0.180 0.0 0.1 0.0 -0.19
C 0.020 4.869 -0.286 0.0 -0.1 0.1 -0.29
C 0.280 3.756 0.566 -0.1 0.0 0.1 0.51
O 0.834 2.702 0.105 0.0 -0.3 -0.1 -0.80
C -0.079 3.911 1.940 0.0 -0.1 0.0 -0.26
C 0.237 2.909 2.926 0.0 0.0 -0.1 0.21
N 0.590 1.701 2.676 -0.1 0.0 0.1 -0.55
C 1.041 0.902 3.746 0.0 -0.1 0.0 0.22
C 0.427 0.755 4.959 0.1 0.0 -0.1 -0.26
C 1.004 -0.076 5.948 0.0 0.0 0.0 -0.18
C 2.183 -0.724 5.726 0.0 0.0 0.0 -0.19
C 2.838 -0.597 4.475 0.1 0.0 0.0 -0.08
C 4.064 -1.223 4.151 0.0 0.0 0.0 -0.11
C 4.606 -1.052 2.909 -0.1 0.0 0.0 -0.22
C 3.891 -0.302 1.950 0.0 0.0 0.1 0.09
N 2.755 0.288 2.221 0.0 -0.1 -0.1 -0.48
C 2.243 0.184 3.475 -0.1 0.1 0.0 0.14
C -0.650 5.108 2.400 0.0 0.1 -0.1 -0.17
H -0.772 6.834 -0.496 0.0 0.0 0.0 0.22
H 0.292 4.770 -1.327 0.0 0.0 0.0 0.22
H 0.215 3.249 3.967 0.0 0.0 0.0 0.17
H -0.509 1.264 5.153 0.0 0.0 0.0 0.22
H 0.488 -0.196 6.892 0.0 0.0 0.0 0.21
H 2.619 -1.364 6.482 0.0 0.0 0.0 0.21
H 4.554 -1.841 4.894 0.0 0.0 0.0 0.21
H 5.544 -1.513 2.632 0.0 0.0 0.0 0.21
H 4.241 -0.200 0.928 0.0 0.0 0.0 0.23
H -0.891 5.206 3.452 0.0 0.0 0.0 0.21
O 4.242 0.842 -2.329 0.0 -0.1 0.0 -0.67
C 3.101 0.517 -2.033 0.0 0.1 0.0 0.82
O 2.586 0.563 -0.861 -0.1 -0.1 0.1 -0.87
C 2.191 -0.038 -3.152 0.1 0.0 -0.1 -0.84
P 0.485 -0.366 -2.567 0.0 0.1 0.2 0.88
C -0.051 -1.749 -3.632 0.1 0.0 0.0 -0.35
C -0.063 -3.020 -3.061 0.0 0.0 0.0 -0.21
C -0.379 -4.133 -3.829 0.0 0.0 0.0 -0.22
C -0.699 -3.985 -5.168 0.0 0.0 0.0 -0.21
C -0.696 -2.721 -5.744 0.0 0.0 0.0 -0.24
C -0.369 -1.611 -4.983 0.0 0.0 0.0 -0.14
C -0.456 1.052 -3.223 0.0 0.0 0.0 -0.35
C 0.147 2.298 -3.364 0.0 0.0 0.0 -0.15
C -0.602 3.402 -3.746 0.0 0.0 0.0 -0.22
C -1.964 3.282 -3.970 0.0 0.0 0.0 -0.22
C -2.578 2.048 -3.809 0.0 0.0 0.0 -0.21
C -1.831 0.944 -3.436 0.0 0.0 0.0 -0.19
H 2.627 -0.986 -3.476 0.0 0.0 0.0 0.26
H 2.220 0.623 -4.020 0.0 0.0 0.0 0.25
H 0.170 -3.138 -2.009 0.0 0.0 0.0 0.25
H -0.379 -5.115 -3.372 0.0 0.0 0.0 0.21
H -0.952 -4.852 -5.766 0.0 0.0 0.0 0.21
H -0.945 -2.600 -6.791 0.0 0.0 0.0 0.21
H -0.366 -0.629 -5.437 0.0 0.0 0.0 0.21
H 1.203 2.426 -3.158 0.0 0.0 0.0 0.22
H -0.115 4.363 -3.858 0.0 0.0 0.0 0.21
H -2.548 4.147 -4.257 0.0 0.0 0.0 0.21
H -3.645 1.946 -3.960 0.0 0.0 0.0 0.21
H -2.325 -0.010 -3.296 0.0 0.0 0.0 0.22
C 3.684 -2.791 -1.325 0.1 0.0 -0.1 -0.63
C 3.076 -3.245 -0.025 0.0 -0.1 0.3 -0.06
O 2.102 -2.278 0.410 0.1 -0.2 -0.2 -0.85
P 0.868 -2.714 1.342 -0.2 -0.1 0.4 2.03
O 0.228 -1.380 1.654 0.0 -0.2 0.1 -1.21
Te 1.447 -4.166 3.098 0.0 0.1 -0.1 -0.60
O -0.043 -3.501 0.274 0.2 0.1 -0.2 -0.86
C -1.460 -3.589 0.493 0.0 0.1 0.1 -0.06
C -1.954 -4.887 -0.096 0.0 0.0 0.0 -0.62
H 4.457 -3.500 -1.630 0.0 0.0 0.0 0.21
H 4.141 -1.805 -1.236 0.0 0.0 0.0 0.23
H 2.929 -2.762 -2.111 0.0 0.0 0.0 0.21
H 3.818 -3.336 0.774 0.0 0.0 -0.1 0.19
H 2.586 -4.218 -0.124 0.1 0.0 -0.1 0.19
H -1.919 -2.713 0.028 0.0 -0.1 0.0 0.19
H -1.661 -3.540 1.568 0.0 -0.1 -0.1 0.20
H -1.773 -4.921 -1.171 0.0 0.0 0.0 0.20
H -3.027 -4.989 0.072 0.0 0.0 0.0 0.21
H -1.444 -5.728 0.372 0.0 0.0 0.0 0.22
C -4.567 1.618 0.229 0.1 0.0 0.0 -1.11
Si -3.089 0.814 1.111 0.1 -0.1 0.1 1.68
C -2.895 1.782 2.727 -0.1 -0.1 -0.1 -1.11
C -3.649 -0.913 1.650 0.0 0.1 0.0 -1.11
C -1.596 0.699 0.043 -0.4 0.0 -0.1 -1.58
H -5.461 1.657 0.854 0.0 0.0 0.0 0.21
H -4.811 1.069 -0.683 0.0 0.0 0.0 0.22
H -4.315 2.639 -0.066 0.0 0.0 0.0 0.23
H -3.840 1.745 3.276 0.0 0.0 0.0 0.22
H -2.647 2.831 2.558 0.0 0.0 0.0 0.23
H -2.123 1.339 3.357 0.0 0.0 0.0 0.22
H -4.527 -0.862 2.297 0.0 0.0 0.0 0.22
H -2.850 -1.410 2.203 0.0 0.0 0.0 0.24
H -3.905 -1.539 0.792 0.0 0.0 0.0 0.22
H -1.603 1.574 -0.630 0.0 0.0 0.0 0.23
H -1.844 -0.164 -0.607 0.1 0.0 0.0 0.22



[2]
96
Properties=species:S:1:pos:R:3:forces:R:3:lowdin_spin:R:1 method="wB97M-V/def2-TZVPD" lumo_energy_ev="-9.47 / -9.05" s_squared=0.775 orbital_gap_ev="6.1 / 6.5" multiplicity=2 relative_energy_kj_mol=0.00 e_homo_ev="-15.55 / -15.54" charge=+3
V 0.556 0.082 -0.459 -0.2 0.7 -0.6 1.07
O -2.699 -2.043 0.189 0.1 0.0 -0.1 -0.02
C -1.894 -1.160 0.101 -0.4 0.1 0.3 0.00
N -0.613 -1.290 -0.425 -1.1 -1.6 -0.2 -0.05
C -0.234 -2.649 -0.768 0.1 -0.2 0.0 0.00
C 1.050 -2.542 -1.522 0.0 0.0 0.1 0.01
C 1.743 -3.608 -2.069 0.0 0.0 -0.1 0.00
C 2.890 -3.348 -2.799 -0.1 0.0 0.0 0.01
C 3.287 -2.026 -2.995 0.0 0.0 0.0 0.00
C 2.556 -1.021 -2.404 0.2 0.0 -0.1 0.00
N 1.476 -1.275 -1.645 0.4 -0.6 -0.4 0.00
C -2.104 0.245 0.551 -0.2 0.0 0.1 0.01
C -3.315 0.734 0.998 0.1 0.0 0.0 0.00
C -3.379 2.069 1.373 0.1 0.0 0.0 0.01
C -2.224 2.840 1.304 0.0 0.0 0.0 0.00
C -1.049 2.266 0.856 0.0 0.1 0.1 0.00
N -0.987 0.983 0.477 -0.9 0.4 0.5 -0.01
H -1.016 -3.134 -1.360 0.0 0.0 0.0 0.00
H -0.127 -3.262 0.137 0.0 0.0 0.0 0.00
H 1.380 -4.618 -1.933 0.0 0.0 0.0 0.00
H 3.465 -4.159 -3.226 0.0 0.0 0.0 0.00
H 4.158 -1.786 -3.589 0.0 0.0 0.0 0.00
H 2.821 0.020 -2.535 0.0 0.0 0.1 0.00
H -4.165 0.067 1.038 0.0 0.0 0.0 0.00
H -4.308 2.502 1.719 0.0 0.0 0.0 0.00
H -2.235 3.882 1.593 0.0 0.0 0.0 0.00
H -0.128 2.835 0.813 0.0 0.0 0.0 0.00
F 3.318 2.946 6.382 0.0 0.0 0.0 0.00
C 2.914 2.101 5.442 0.0 0.0 -0.1 0.00
C 3.749 1.061 5.064 0.0 0.1 0.0 0.00
C 3.315 0.180 4.085 0.0 0.1 0.0 0.00
C 2.071 0.347 3.483 -0.4 -0.1 -0.3 -0.01
C 1.253 1.407 3.879 0.0 -0.1 0.1 0.00
C 1.668 2.288 4.865 -0.1 0.1 0.1 0.00
Sb 1.281 -1.120 2.129 1.0 -0.3 0.7 -0.02
C 3.099 -2.229 1.826 -0.4 0.2 0.1 0.00
C 3.866 -2.018 0.687 0.0 -0.2 0.1 0.00
C 5.064 -2.689 0.499 0.0 0.0 -0.1 0.00
C 5.493 -3.566 1.481 -0.1 0.1 0.0 0.00
F 6.636 -4.215 1.301 0.0 0.0 0.0 0.00
C 4.766 -3.773 2.642 0.0 -0.1 0.1 0.00
C 3.563 -3.107 2.807 0.0 0.1 -0.1 0.00
C 0.385 -2.415 3.579 -0.1 0.3 -0.5 -0.01
C -0.146 -1.889 4.751 0.1 0.0 0.0 0.00
C -0.628 -2.738 5.732 -0.1 -0.1 0.1 0.00
C -0.586 -4.106 5.512 0.1 0.2 -0.1 0.00
F -1.039 -4.923 6.452 0.0 0.0 0.0 0.00
C -0.083 -4.648 4.338 -0.1 -0.1 0.1 0.00
C 0.396 -3.791 3.364 0.0 0.1 -0.1 0.00
H 4.710 0.942 5.548 0.0 0.0 0.0 0.00
H 3.959 -0.644 3.806 0.0 -0.1 0.0 0.00
H 0.272 1.538 3.430 0.0 0.0 0.1 0.00
H 1.039 3.098 5.212 0.0 0.0 0.0 0.00
H 3.539 -1.303 -0.054 0.0 0.0 -0.2 0.00
H 5.671 -2.549 -0.387 0.0 0.0 0.0 0.00
H 5.147 -4.445 3.400 0.0 0.0 0.0 0.00
H 2.987 -3.267 3.710 0.0 0.0 0.0 0.00
H -0.168 -0.819 4.919 0.0 0.0 0.1 0.00
H -1.030 -2.359 6.662 0.0 0.0 0.0 0.00
H -0.070 -5.722 4.210 0.0 0.0 0.0 0.00
H 0.802 -4.205 2.447 0.0 -0.1 0.0 0.00
C 2.826 3.383 1.538 0.0 -0.1 -0.1 0.00
As 3.327 2.069 0.226 0.9 0.7 0.3 0.00
C 3.795 2.953 -1.426 -0.1 -0.1 0.2 0.00
C 4.812 1.051 0.886 -0.1 0.1 -0.1 0.00
O 1.978 1.059 -0.068 1.1 1.0 0.3 -0.01
H 3.728 3.922 1.831 0.0 0.0 -0.1 0.00
H 2.412 2.877 2.411 0.1 0.0 -0.1 0.00
H 2.112 4.096 1.129 0.0 0.0 -0.1 0.00
H 4.744 3.469 -1.277 0.0 0.0 0.1 0.00
H 3.030 3.685 -1.681 0.0 0.0 0.0 0.00
H 3.911 2.239 -2.239 0.0 -0.1 0.1 0.00
H 5.604 1.763 1.125 0.0 0.1 0.0 0.00
H 5.165 0.346 0.136 0.0 0.1 0.0 0.00
H 4.515 0.519 1.789 0.0 0.1 -0.1 0.00
C -1.420 1.052 -5.419 -0.1 -0.1 -0.1 0.00
N -0.820 0.710 -4.128 0.1 -0.1 0.0 0.01
C -0.852 -0.711 -3.820 0.1 0.0 0.0 0.00
C -0.314 1.621 -3.299 0.1 0.3 -0.1 0.00
N 0.063 1.357 -2.038 0.1 -0.5 0.3 0.01
N -0.190 2.912 -3.745 -0.2 -0.1 0.1 0.00
C -0.562 4.038 -2.902 0.1 0.1 0.0 0.00
C 0.420 3.276 -5.018 0.1 0.0 -0.1 0.00
H -2.327 0.464 -5.541 0.0 0.0 0.1 0.00
H -0.750 0.804 -6.243 0.0 0.0 0.0 0.00
H -1.687 2.101 -5.466 0.0 0.0 0.0 0.00
H -1.815 -1.115 -4.126 0.0 0.0 0.0 0.00
H -0.737 -0.865 -2.757 0.0 0.0 0.0 0.00
H -0.068 -1.246 -4.363 0.0 0.0 0.0 0.00
H 0.420 2.218 -1.643 0.0 0.1 -0.2 0.00
H 0.305 4.648 -2.625 0.0 -0.1 0.0 0.00
H -1.082 3.701 -2.008 0.0 0.0 0.0 0.00
H -1.247 4.685 -3.454 0.0 0.0 0.0 0.00
H 0.752 2.396 -5.562 0.0 0.0 0.0 0.00
H 1.292 3.908 -4.827 0.0 0.0 0.0 0.00
H -0.267 3.846 -5.647 0.0 0.0 0.0 0.00